The following is a quantum chemistry calculation of a cluster of 12 separate species, C38H73F9O42P2S7 in total at a distorted geometry, from the OMol25 dataset.

Atoms and positions in Å:
1 C -1.5258 -6.3071 6.7548
2 C -2.3803 -7.1597 7.7189
3 O -3.7718 -7.1166 7.3861
4 C -4.4420 -5.8735 7.5621
5 O -3.9809 -4.9750 8.2447
6 C -5.8462 -5.7553 6.8227
7 F -6.7750 -5.1924 7.6435
8 F -5.6687 -4.8295 5.8806
9 F -6.1918 -6.9331 6.3154
10 H -0.5448 -6.1236 7.1930
11 H -1.9793 -5.3163 6.7270
12 H -1.4144 -6.6782 5.7360
13 H -2.2482 -6.7674 8.7273
14 H -2.1629 -8.2277 7.7106
15 C 0.0282 1.2592 7.4139
16 C 1.2718 1.7392 8.0869
17 O 1.7494 2.9565 7.4460
18 C 2.8986 3.4894 7.7992
19 O 3.6555 2.9281 8.6172
20 C 3.1954 4.8852 7.1464
21 F 3.2370 5.8197 8.1389
22 F 4.4849 4.7538 6.6629
23 F 2.2412 5.2500 6.2984
24 H -0.8608 1.8808 7.5209
25 H -0.1503 0.2507 7.7869
26 H 0.1998 1.1788 6.3405
27 H 2.0502 0.9876 7.9555
28 H 1.2135 1.8590 9.1687
29 C -9.0692 0.9859 4.3288
30 C -9.5053 1.0547 2.9117
31 O -10.9656 1.0288 2.8361
32 C -11.6738 -0.1439 2.8501
33 O -11.1725 -1.2825 2.9285
34 C -13.1911 0.1116 2.7725
35 F -13.4303 1.4142 2.9455
36 F -13.6501 -0.2832 1.6229
37 F -13.7944 -0.6600 3.7139
38 H -9.2945 1.9377 4.8098
39 H -7.9856 0.8687 4.3182
40 H -9.5446 0.1782 4.8853
41 H -9.0485 0.3601 2.2067
42 H -9.2829 2.0789 2.6124
43 C 2.3640 9.9752 0.6722
44 C 3.1987 8.8348 0.2226
45 O 4.4910 9.0906 0.7008
46 S 4.8482 10.7243 0.9920
47 O 5.6585 11.4220 0.0083
48 O 5.1368 10.8813 2.4420
49 O 3.2209 11.0953 0.6455
50 H 2.0264 9.8820 1.7044
51 H 1.5204 10.2594 0.0432
52 H 3.1082 8.8208 -0.8636
53 H 2.7993 7.9152 0.6502
54 C -9.4415 2.2169 -2.8610
55 C -10.4004 1.2919 -3.6704
56 O -10.0888 -0.0539 -3.1737
57 S -8.4558 -0.2551 -3.0424
58 O -7.7796 -0.3595 -4.3495
59 O -8.2118 -1.2667 -2.0465
60 O -8.3625 1.3244 -2.4504
61 H -9.8740 2.6402 -1.9544
62 H -8.9370 2.9103 -3.5339
63 H -10.2556 1.3077 -4.7507
64 H -11.4376 1.5773 -3.4944
65 C -5.8923 1.2019 -9.8403
66 C -5.0073 2.2022 -9.1026
67 O -3.9308 1.4242 -8.7671
68 S -3.6948 0.1041 -9.8162
69 O -3.9156 -1.1998 -9.1804
70 O -2.4815 0.3058 -10.5728
71 O -5.0359 0.5084 -10.6641
72 H -6.6117 1.6355 -10.5349
73 H -6.4550 0.5776 -9.1463
74 H -5.4579 2.6550 -8.2193
75 H -4.7086 2.9855 -9.7993
76 C 8.8039 -1.1262 7.2684
77 C 9.0917 -2.0526 8.5552
78 O 8.3872 -3.2477 8.2815
79 S 7.4807 -3.2029 6.8713
80 O 6.1453 -2.6353 7.1853
81 O 7.5658 -4.4168 6.0329
82 O 8.3082 -1.9194 6.2651
83 H 9.6887 -0.5624 6.9727
84 H 8.0334 -0.3871 7.4880
85 H 8.5121 -1.6496 9.3857
86 H 10.1213 -2.2724 8.8377
87 C 7.1718 1.6575 -0.5983
88 C 7.7852 0.8233 0.5735
89 O 7.6430 -0.5120 0.1529
90 S 7.6653 -0.7043 -1.5116
91 O 6.8459 -1.8463 -2.0062
92 O 9.0245 -0.5029 -2.0034
93 O 6.7801 0.7099 -1.5502
94 H 7.9634 2.1848 -1.1306
95 H 6.2223 2.1629 -0.4222
96 H 7.1336 1.0272 1.4232
97 H 8.8197 1.0088 0.8622
98 C -1.3666 8.0864 -5.4005
99 C -1.0185 6.8125 -4.4632
100 O -1.3505 7.2982 -3.2469
101 S -2.8619 8.0092 -3.3150
102 O -3.0570 9.1065 -2.3274
103 O -3.9218 7.0032 -3.5045
104 O -2.4813 8.7362 -4.7817
105 H -1.7770 7.7370 -6.3479
106 H -0.4613 8.6936 -5.4006
107 H 0.0473 6.6564 -4.2969
108 H -1.6193 5.9216 -4.6459
109 C -5.7525 7.8978 8.9462
110 C -5.5681 9.3714 9.2416
111 O -4.5566 9.9395 8.3686
112 S -3.8464 8.7781 7.3815
113 O -2.5998 8.2163 8.0246
114 O -3.8924 9.1117 5.9342
115 O -5.0766 7.7331 7.7203
116 H -6.7848 7.5479 8.9413
117 H -5.2478 7.2891 9.6965
118 H -5.2297 9.5852 10.2555
119 H -6.4534 9.9950 9.1176
120 C 6.0391 -11.7363 -7.3756
121 C 7.3517 -11.9647 -8.1483
122 O 6.9477 -11.7029 -9.4709
123 P 7.5142 -10.3711 -10.2261
124 O 7.1441 -10.2032 -11.6617
125 O 9.1310 -10.4940 -10.0764
126 C 10.0071 -9.4618 -10.5408
127 C 10.2918 -8.5407 -9.3656
128 O 7.1302 -9.1678 -9.2034
129 C 5.8151 -8.5779 -9.2659
130 C 5.6414 -7.4204 -8.2739
131 H 5.2878 -12.5027 -7.5663
132 H 6.3867 -11.9587 -6.3667
133 H 5.4813 -10.8020 -7.4386
134 H 8.1153 -11.3395 -7.6856
135 H 7.7531 -12.9778 -8.1210
136 H 10.9336 -9.9697 -10.8086
137 H 9.5720 -8.8980 -11.3660
138 H 10.7786 -9.2064 -8.6529
139 H 11.0929 -7.8399 -9.6008
140 H 9.3777 -7.9965 -9.1284
141 H 5.5359 -8.1553 -10.2310
142 H 5.0946 -9.3822 -9.1174
143 H 5.9880 -7.9195 -7.3690
144 H 6.3175 -6.5677 -8.3358
145 H 4.6384 -6.9975 -8.2176
146 C -1.8051 3.0277 1.6506
147 C -1.4474 1.8137 0.7019
148 O -0.1253 1.2587 0.7975
149 P 0.5877 0.6431 -0.5898
150 O 1.2856 1.5881 -1.4788
151 O -0.7029 -0.1599 -1.2227
152 C -0.7862 -0.4820 -2.5639
153 C 0.4374 -1.3005 -3.1464
154 O 1.4129 -0.6729 -0.1680
155 C 1.0354 -1.3862 0.9908
156 C 1.4908 -2.7726 0.8848
157 H -2.6856 3.6211 1.4043
158 H -2.0051 2.7526 2.6862
159 H -0.9070 3.6445 1.6168
160 H -2.1845 1.0108 0.7155
161 H -1.5045 2.2599 -0.2909
162 H -1.6848 -1.0988 -2.5776
163 H -1.1620 0.3417 -3.1708
164 H 0.7143 -2.1184 -2.4811
165 H 0.1704 -1.6554 -4.1419
166 H 1.3100 -0.6475 -3.1591
167 H 1.3762 -0.9406 1.9254
168 H -0.0270 -1.4409 1.2284
169 H 2.5063 -2.7098 0.4937
170 H 1.4663 -3.4233 1.7589
171 H 0.9402 -3.3284 0.1258

The HOMO-LUMO gap comes out at 10.23 eV. The value obtained for the total energy is -9020.36939 hartree. The HOMO energy is -10.359 eV. The lowest unoccupied orbital energy comes out at -0.132 eV. The structure (SMILES) is CCOC(=O)C(F)(F)F.CCOC(=O)C(F)(F)F.CCOC(=O)C(F)(F)F.CCOP(=O)(OCC)OCC.CCOP(=O)(OCC)OCC.O=S1(=O)OCCO1.O=S1(=O)OCCO1.O=S1(=O)OCCO1.O=S1(=O)OCCO1.O=S1(=O)OCCO1.O=S1(=O)OCCO1.O=S1(=O)OCCO1.

***

The following is a quantum chemistry calculation of a cluster of 9 separate species, C38H74Br16ClN3O11S2 in total at a distorted geometry, from the OMol25 dataset.

Atoms and positions in Å:
1 C -1.7990 3.1829 4.6436
2 C -0.9015 1.8033 4.7381
3 C -1.3015 0.7885 3.4745
4 C -0.7755 1.3851 2.0051
5 O -0.8913 0.3513 1.0001
6 C -1.4332 0.7091 -0.2793
7 C -3.0510 1.0820 -0.0713
8 C -4.0053 -0.2891 0.0147
9 C -3.6289 -1.2864 1.2534
10 O -3.9835 -1.1576 2.5335
11 O -2.8380 -2.5111 0.8964
12 O -1.5277 -0.5619 -1.0727
13 S -0.0247 -1.3005 -1.2975
14 O 0.5222 -2.0815 -0.0378
15 O -0.3440 -2.4777 -2.3088
16 C 1.2392 -0.0738 -1.9939
17 O 1.2426 -0.2858 -3.4300
18 C 2.7502 -0.5899 -1.4909
19 C 3.4476 -1.7217 -2.4319
20 N 4.6294 -2.2633 -1.5918
21 N 2.6222 -2.9371 -2.7597
22 N 4.1507 -1.1543 -3.6851
23 C 0.9595 1.5071 -1.4913
24 C 1.5766 2.4764 -2.6444
25 C 1.4210 4.0806 -2.5352
26 O 1.2767 4.7718 -3.7068
27 Cl 1.4622 5.2237 -1.0867
28 O 1.5614 1.5177 -0.1825
29 C 2.6592 2.3340 0.1511
30 C 3.5788 1.4826 1.2689
31 O 2.8350 1.1445 2.4894
32 C 3.1309 -0.2709 2.8749
33 C 2.0297 -0.6241 4.0828
34 C -0.6726 1.7891 -1.2252
35 S -1.4554 1.5542 -2.9580
36 O -0.9459 3.1050 -0.6421
37 C -1.7790 3.9880 -1.4276
38 C -1.9337 5.3847 -0.5102
39 C -1.7874 5.1164 1.1002
40 H -1.2642 3.9898 3.9624
41 H -2.9075 2.9757 4.2941
42 H -1.8582 3.6795 5.7243
43 H -1.1410 1.2769 5.7748
44 H 0.2295 2.0936 4.6548
45 H -2.4810 0.7620 3.4664
46 H -0.8942 -0.2965 3.6682
47 H -1.4307 2.3588 1.8266
48 H 0.3289 1.7855 2.1687
49 H -3.2798 1.6781 0.9023
50 H -3.5045 1.6889 -0.9621
51 H -5.0954 0.1368 0.2533
52 H -4.1185 -0.8235 -1.0364
53 H -2.1658 -2.7067 1.6129
54 H 0.3527 -0.4950 -3.8273
55 H 2.7812 -0.8129 -0.3279
56 H 3.4374 0.3780 -1.6308
57 H 5.0727 -1.4335 -1.0956
58 H 4.2956 -2.9798 -0.9110
59 H 1.9817 -2.8042 -3.5723
60 H 2.1449 -3.3465 -1.9268
61 H 3.6835 -1.6728 -4.4768
62 H 3.8672 -0.1383 -3.8233
63 H 1.2252 2.2164 -3.7580
64 H 2.7501 2.2467 -2.6705
65 H 3.4426 2.6553 -0.6483
66 H 2.2803 3.2737 0.7840
67 H 4.1110 0.5616 0.7549
68 H 4.4519 2.2334 1.5619
69 H 2.9685 -1.0161 1.9664
70 H 4.2066 -0.4101 3.3142
71 H 1.7310 0.4249 4.5539
72 H 2.4956 -1.3606 4.8664
73 H 1.1159 -1.1333 3.5102
74 H -1.0968 2.6282 -3.7938
75 H -2.8828 3.6587 -1.6232
76 H -1.3414 4.3724 -2.4456
77 H -1.2028 6.2138 -0.9370
78 H -3.0352 5.7997 -0.6908
79 H -0.7288 4.7091 1.4219
80 H -1.8932 6.1772 1.6361
81 H -2.6651 4.4551 1.5119
82 Br 0.8278 -8.6019 0.0745
83 C 0.1742 -7.0951 -0.9781
84 C 1.2772 -6.0986 -1.2502
85 Br 1.6514 -5.0125 0.3260
86 H -0.6725 -6.6691 -0.4344
87 H -0.1849 -7.5370 -1.9130
88 H 0.9696 -5.3854 -2.0207
89 H 2.2202 -6.5650 -1.5480
90 Br 2.2170 8.2222 -8.3801
91 C 1.7174 6.9606 -6.9785
92 C 2.6953 7.0067 -5.8272
93 Br 4.3496 6.0730 -6.2687
94 H 1.6430 5.9760 -7.4468
95 H 0.7225 7.2791 -6.6519
96 H 2.2923 6.4767 -4.9591
97 H 2.9708 8.0227 -5.5319
98 Br -1.6748 -10.9619 3.5420
99 C -0.7619 -12.2631 2.4110
100 C 0.6556 -12.4963 2.8801
101 Br 1.8220 -11.0218 2.3615
102 H -0.8252 -11.8940 1.3844
103 H -1.3529 -13.1801 2.5000
104 H 1.0808 -13.3798 2.3946
105 H 0.7418 -12.6057 3.9645
106 Br 6.0674 -6.6243 0.4390
107 C 5.5589 -7.8148 1.8983
108 C 4.0772 -7.7292 2.1830
109 Br 3.6414 -6.1060 3.1723
110 H 6.1825 -7.5526 2.7565
111 H 5.8273 -8.8180 1.5524
112 H 3.7623 -8.5515 2.8325
113 H 3.4608 -7.7283 1.2800
114 Br 0.7798 8.1063 -12.2667
115 C 1.5875 9.5754 -13.2642
116 C 2.6471 10.2755 -12.4449
117 Br 1.8453 11.4441 -11.1050
118 H 0.7739 10.2343 -13.5772
119 H 2.0312 9.1074 -14.1486
120 H 3.2472 10.9368 -13.0769
121 H 3.3100 9.5875 -11.9133
122 Br -4.6390 5.0642 6.4581
123 C -5.1386 3.8026 7.8597
124 C -4.1607 3.8487 9.0110
125 Br -2.5064 2.9150 8.5695
126 H -5.2130 2.8181 7.3915
127 H -6.1335 4.1212 8.1864
128 H -4.5637 3.3187 9.8791
129 H -3.8851 4.8648 9.3064
130 Br -0.8524 -11.1924 8.3875
131 C -1.6571 -9.4204 8.5228
132 C -1.9312 -8.8383 7.1554
133 Br -0.2924 -8.1815 6.3268
134 H -0.9837 -8.8093 9.1287
135 H -2.5924 -9.5749 9.0702
136 H -2.5814 -7.9619 7.2339
137 H -2.3762 -9.5547 6.4596
138 Br -6.0154 2.5728 -1.0301
139 C -7.0397 3.7549 -2.1960
140 C -6.1406 4.4641 -3.1821
141 Br -5.1684 5.9231 -2.3277
142 H -7.5984 4.4358 -1.5491
143 H -7.7424 3.0983 -2.7186
144 H -6.7329 4.9395 -3.9695
145 H -5.3950 3.8082 -3.6397

The HOMO-LUMO gap comes out at 8.04 eV. The value obtained for the total energy is -44924.49409 hartree. The HOMO energy is -8.938 eV. The lowest unoccupied orbital energy comes out at -0.898 eV. The structure (SMILES) is CCCCO[C@]1(CCC(=O)O)OS(=O)(=O)[C@](O)(CC(N)(N)N)[C@](CC(=O)Cl)(OCCOCC)[C@]1(S)OCCC.BrCCBr.BrCCBr.BrCCBr.BrCCBr.BrCCBr.BrCCBr.BrCCBr.BrCCBr.

***

The following is a quantum chemistry calculation of a cluster of 3 separate species, C38H74BrF2N6O3S2 in total at a distorted geometry, from the OMol25 dataset.

Atoms and positions in Å:
1 C 0.0220 -4.0744 -1.1411
2 C 0.1443 -2.5904 -0.4627
3 N -0.9063 -1.7225 -0.9532
4 C -1.4564 -0.6146 -0.1799
5 C -3.0151 -0.9881 -0.0192
6 C -3.4897 -2.4695 0.2011
7 C -2.6516 -3.5648 0.9550
8 O -3.8616 -3.0440 -1.1127
9 C -4.8901 -4.0337 -1.0053
10 C -4.4331 -5.5314 -1.4009
11 C -4.0687 -6.0029 -2.8242
12 C -3.6988 -7.5195 -3.0165
13 C -3.6931 -8.5379 -1.8457
14 C -4.0408 -8.0671 -0.4011
15 C -4.4039 -6.5767 -0.2235
16 C -0.9126 -0.3212 1.2867
17 F -1.4533 -1.1043 2.3497
18 N 0.5904 -0.1361 1.3775
19 C 1.0072 0.4900 0.1087
20 N 2.2333 0.1523 -0.3111
21 C 2.8306 0.7631 -1.5256
22 S 3.4850 -0.5072 -2.7579
23 O 3.6839 0.1708 -4.0980
24 O 4.7658 -1.0648 -2.1925
25 N 0.1004 1.4190 -0.5711
26 C 0.1924 2.6520 0.2519
27 C 1.5780 2.9259 1.0306
28 C 1.5799 4.5266 1.3399
29 F 0.4791 4.7731 2.2347
30 C -1.2455 0.8793 -0.8990
31 C -1.3671 0.5001 -2.4969
32 C 0.0398 0.2378 -3.2114
33 C -0.2973 -0.2828 -4.7194
34 S 0.9408 -1.5119 -5.3569
35 C -2.5183 1.8151 -0.6825
36 C -2.5553 3.3457 -1.0306
37 C -1.8540 3.9257 -2.3220
38 Br -4.5064 3.8705 -1.1551
39 H 0.7706 -4.1061 -2.0209
40 H 0.3025 -4.8673 -0.3648
41 H -1.0275 -4.2398 -1.5758
42 H 0.2588 -2.7402 0.6626
43 H 1.1757 -2.1964 -0.8334
44 H -1.5211 -2.1224 -1.6680
45 H -3.4990 -0.7053 -1.0347
46 H -3.4310 -0.3390 0.8415
47 H -4.5028 -2.3717 0.7660
48 H -3.2960 -4.0088 1.8094
49 H -1.6484 -3.3211 1.4073
50 H -2.4738 -4.4646 0.2485
51 H -5.7082 -3.7604 -1.7788
52 H -5.4247 -4.1268 -0.0057
53 H -4.0737 -5.2674 -3.6925
54 H -3.4528 -7.9382 -4.0584
55 H -3.4559 -9.6520 -1.9856
56 H -4.0585 -8.7945 0.4847
57 H -4.6988 -6.2116 0.8294
58 H -1.3053 0.7427 1.5409
59 H 0.7524 0.4719 2.1924
60 H 2.7954 -0.5179 0.2544
61 H 3.7888 1.3108 -1.1697
62 H 2.1932 1.5671 -2.0254
63 H 2.5620 -1.5471 -2.8189
64 H -0.6321 2.7742 1.0569
65 H 0.1044 3.5521 -0.4714
66 H 1.6622 2.4270 2.0514
67 H 2.5166 2.7785 0.3691
68 H 1.4575 5.1307 0.3623
69 H 2.5503 4.8085 1.8865
70 H -2.1480 -0.3354 -2.6740
71 H -1.8343 1.3758 -3.0974
72 H 0.5355 1.2607 -3.3572
73 H 0.6597 -0.5072 -2.6118
74 H -1.3892 -0.6470 -4.8140
75 H -0.2410 0.6446 -5.4092
76 H 0.4126 -1.8747 -6.6091
77 H -2.8706 1.7059 0.4165
78 H -3.3698 1.3783 -1.3351
79 H -2.1739 3.9474 -0.1197
80 H -1.4647 4.9895 -2.1096
81 H -0.9425 3.2917 -2.5919
82 H -2.5677 3.9899 -3.2275
83 C 5.8851 4.8797 -0.9510
84 C 7.1429 4.6055 -1.7694
85 N 7.4705 3.1893 -1.8874
86 C 8.8109 2.9464 -2.4158
87 C 9.1010 3.3934 -3.8476
88 C 6.4233 2.3304 -2.4270
89 C 5.8724 2.6584 -3.8112
90 H 5.9513 4.4226 0.0400
91 H 5.7593 5.9573 -0.8170
92 H 4.9857 4.5071 -1.4500
93 H 7.9688 5.1146 -1.2610
94 H 7.0375 5.0827 -2.7516
95 H 9.0481 1.8808 -2.3238
96 H 9.5288 3.4474 -1.7548
97 H 8.6373 2.7299 -4.5792
98 H 10.1786 3.3628 -4.0308
99 H 8.7684 4.4154 -4.0403
100 H 5.5816 2.3316 -1.7217
101 H 6.7682 1.2896 -2.4258
102 H 5.6699 3.7240 -3.9409
103 H 4.9295 2.1258 -3.9617
104 H 6.5484 2.3321 -4.6020
105 C -3.6567 0.7126 3.9926
106 C -3.8733 0.8698 5.4936
107 N -3.9558 -0.3971 6.2094
108 C -4.4446 -0.2579 7.5791
109 C -3.5841 0.5333 8.5629
110 C -2.8272 -1.3064 6.0391
111 C -1.4385 -0.7971 6.4220
112 H -4.4246 0.0749 3.5469
113 H -3.7087 1.6919 3.5072
114 H -2.6752 0.2893 3.7663
115 H -4.8186 1.4078 5.6232
116 H -3.0859 1.5174 5.8998
117 H -4.6356 -1.2521 7.9976
118 H -5.4319 0.2185 7.5370
119 H -2.7077 -0.0345 8.8795
120 H -4.1628 0.7512 9.4647
121 H -3.2531 1.4891 8.1515
122 H -2.7939 -1.6190 4.9888
123 H -3.0234 -2.2365 6.5854
124 H -1.2440 0.2124 6.0523
125 H -0.6754 -1.4526 5.9901
126 H -1.2869 -0.8074 7.5019

As for the total charge: +1. The HOMO-LUMO gap comes out at 5.28 eV. The value obtained for the total energy is -5615.98022 hartree. The HOMO energy is -9.863 eV. The lowest unoccupied orbital energy comes out at -4.582 eV.